C37H33N11O2S3W as an isolated structure. Source: OMol25; level of theory: ωB97M-V/def2-TZVPD.

Results
Total charge ... +3
<S²> ... 3.7848
Frontier orbital gap (alpha / beta) ... 7.225 / 5.651 eV
Multiplicity ... 4
Max |F| ... 0.19 eV Å⁻¹

```
87
Properties=species:S:1:pos:R:3:forces:R:3:lowdin_spin:R:1
C 6.112779 -0.274265 -2.062096 0.00 -0.01 0.00 0.00
H 2.940893 0.917358 -4.558743 0.00 0.00 0.00 0.00
H -4.359700 4.623736 -0.459880 0.00 -0.01 -0.01 0.00
H -4.884330 6.686920 3.250965 0.01 0.00 0.00 0.00
N -1.356091 -0.894307 4.217716 0.00 -0.01 0.02 0.01
N -2.445095 -1.004915 -1.016668 0.02 -0.02 -0.01 0.02
H 0.350703 3.206008 1.770691 0.02 -0.02 0.03 0.00
H -5.335115 -1.838382 -1.364848 0.00 0.00 0.00 0.00
H -0.653265 4.787308 -2.099676 0.01 -0.01 0.00 0.00
C 0.075967 4.629565 -1.313266 -0.05 0.02 -0.05 0.00
H -5.011103 -2.688344 -3.706762 0.00 0.00 0.00 0.00
H -2.743701 5.777599 4.083787 -0.02 0.01 0.00 0.00
C -2.329232 4.691857 2.293327 -0.09 0.05 0.00 0.00
C 5.228707 0.557650 -2.728909 0.00 0.00 0.00 0.00
H 6.317821 -2.018388 -0.821662 0.00 0.00 0.00 0.00
N 1.573495 1.150498 -3.056772 0.02 0.03 0.05 0.01
H -4.775604 -0.242031 -1.828108 0.00 0.00 -0.01 0.00
H 3.299006 5.294077 -0.532185 0.00 0.00 0.01 0.00
C 1.377242 -5.940095 1.641661 0.00 -0.01 0.00 0.00
C -3.092060 5.518503 3.093441 0.04 -0.01 0.00 0.00
S -1.932945 3.342104 -0.080097 -0.02 0.02 -0.02 0.02
C 1.670826 -4.574875 1.635808 0.01 0.00 0.00 0.00
N -1.614409 -0.640037 2.017907 -0.04 0.01 -0.02 0.04
N 3.810195 -4.715594 0.427393 -0.02 -0.02 0.00 0.00
H -1.274240 -2.720706 1.565363 0.00 -0.01 0.01 0.00
H 0.012864 -4.437889 -1.844762 0.01 0.00 0.00 0.00
C -1.367210 -1.927329 2.284388 -0.01 0.01 -0.01 0.02
H -6.085605 -1.304410 -3.678741 0.00 0.00 0.00 0.00
H 0.801417 -3.231995 -0.879698 0.00 0.01 -0.01 0.00
H -1.074637 -5.949766 3.972600 0.00 0.00 0.00 0.00
H -5.696276 6.122742 0.993629 0.00 0.00 0.00 0.00
H 0.169134 -7.483256 2.497890 0.00 0.00 0.00 0.00
S 2.268661 0.239777 1.612836 0.02 -0.07 -0.04 0.41
H -1.794449 0.999597 3.421932 0.00 -0.01 -0.01 0.00
H 7.175593 -0.081030 -2.107548 0.00 0.00 0.00 0.00
C 3.848080 -2.797742 -0.537498 -0.07 -0.01 -0.05 0.00
H 5.609791 1.398310 -3.296625 0.00 0.00 0.00 0.00
C 1.934604 4.217669 0.725128 -0.04 0.00 0.04 0.00
N 4.526734 -3.877021 -0.409062 0.04 0.02 0.03 0.00
N -1.195532 -2.077499 3.579439 0.01 0.00 -0.02 0.01
C -4.299816 6.031521 2.619266 0.00 0.00 0.01 0.00
C 1.120212 1.430280 -1.850829 0.00 -0.01 -0.04 0.02
C 3.377511 -0.769332 -1.958195 0.00 -0.02 0.01 0.00
C 0.395953 -6.426079 2.486236 0.00 0.00 0.00 0.00
C -4.013730 4.878154 0.533738 -0.02 0.04 0.06 0.00
W -0.927692 0.238281 0.172313 -0.06 0.08 -0.12 1.99
C -5.059809 -1.617851 -3.499618 -0.01 0.01 -0.01 0.00
N 0.626146 0.522250 -3.786884 -0.01 -0.06 0.00 0.01
H 3.299142 2.251133 -3.461690 0.00 0.00 0.00 0.00
C 3.859869 0.311808 -2.689210 0.01 0.01 0.00 0.00
H 1.691160 1.934044 -1.086248 0.01 -0.01 0.00 0.00
C 2.294505 4.904874 -0.430485 0.01 0.03 -0.05 0.00
C 1.369660 5.114609 -1.445616 0.04 0.01 0.03 0.00
N -1.219579 -1.618474 -0.824324 0.00 0.04 0.05 0.02
C -1.108321 -2.784621 -1.423317 -0.03 -0.04 0.03 0.02
C -4.759466 5.717804 1.350020 0.00 -0.02 -0.02 0.00
H -4.419010 -1.095711 -4.210230 0.00 -0.01 0.00 0.00
H -1.327249 -0.005903 -3.259016 0.00 0.00 0.01 0.00
C -0.385756 0.433078 -2.974563 0.01 0.03 -0.05 0.01
H 1.931836 -6.605765 0.993457 0.00 0.00 0.00 0.00
H -0.087747 -2.916220 5.087907 0.00 -0.01 0.01 0.00
C -0.302774 -5.559748 3.320471 0.01 0.00 0.01 0.00
C 1.001790 -3.717883 2.500424 0.01 -0.02 0.00 0.00
H 1.651468 5.662945 -2.334419 -0.01 0.00 0.00 0.00
H 2.316569 -1.002235 -1.944722 0.00 0.00 0.00 0.00
C 2.740537 -4.094061 0.753922 -0.01 0.00 -0.02 0.00
C 4.267571 -1.601687 -1.279178 0.02 -0.02 0.00 0.00
O 2.658486 -2.850340 0.159366 0.04 0.01 0.05 0.00
C 0.001270 -4.205833 3.341102 0.00 0.01 -0.02 0.00
O -1.775661 1.984136 0.735315 0.07 -0.17 -0.03 0.11
C -0.270400 3.950953 -0.152591 -0.04 0.04 0.07 0.01
H -1.587743 -3.776833 4.744120 0.00 0.00 -0.01 0.00
C 0.642021 3.739115 0.876156 0.01 -0.04 -0.08 0.00
C -4.673805 -1.304291 -2.053816 -0.01 0.01 0.01 0.00
N -0.130781 0.968893 -1.734947 -0.06 -0.01 0.07 0.03
C 0.892597 0.257797 0.961067 0.01 0.13 0.08 0.17
C 5.637440 -1.355431 -1.338183 0.00 0.01 -0.01 0.00
H 2.656523 4.081231 1.519701 0.00 -0.01 0.00 0.00
H 1.282625 -2.669756 2.532833 0.00 -0.01 0.00 0.00
C -2.809446 4.381866 1.020776 0.17 -0.08 -0.01 0.00
H -1.385097 4.302847 2.649716 -0.02 0.03 0.00 0.00
S -2.577975 -3.204750 -2.252366 0.03 0.01 -0.02 0.01
C -1.612522 -0.050387 3.260779 0.00 -0.01 -0.01 0.01
C -0.730944 -3.283587 4.288717 0.00 0.01 0.01 0.00
C -3.275713 -1.697473 -1.721247 0.02 0.02 0.04 0.01
C 2.962391 1.216269 -3.511724 -0.01 0.00 -0.02 0.00
N -0.020158 -3.541039 -1.386278 -0.01 0.00 -0.01 0.02
```
Forces are in eV/Å.